Record 1
A molecular structure, C17H16AuBNO6. Source: OMol25; level of theory: the ωB97M-V functional and the def2-TZVPD basis.

```
42
Properties=species:S:1:pos:R:3:forces:R:3:nbo_charge:R:1
Au -0.2253 0.2510 -3.0087 0.27 0.28 0.27 1.156
O 0.0037 -0.6703 -0.1532 -0.06 -0.01 0.03 -0.646
O -0.3625 2.3432 -3.5912 0.02 0.00 -0.01 -0.624
O -1.5043 1.0495 -0.3864 0.00 0.00 -0.03 -0.645
O 0.2064 -1.6657 -3.2022 0.30 0.03 0.17 -0.664
O 1.5729 -2.9820 -4.3786 0.02 0.00 -0.01 -0.484
O 0.1998 3.7724 -5.2014 -0.02 0.01 -0.01 -0.593
N 0.7048 0.3459 -4.8740 -0.12 -0.13 -0.09 -0.512
C 1.2845 -0.7784 -5.2224 0.05 0.01 0.01 0.119
C 1.6019 1.5841 -6.6402 0.04 0.00 0.00 -0.150
C 1.0549 -1.9220 -4.2242 -0.28 -0.02 -0.17 0.733
C 0.5366 -1.9782 4.8515 0.00 0.00 0.01 -0.609
C 0.1719 2.5806 -4.6875 0.02 0.00 0.02 0.816
C -2.0050 1.2850 2.0568 0.00 0.01 -0.01 -0.229
C -1.3745 0.7285 0.9691 0.00 0.00 0.02 0.191
C -1.8065 -1.4013 5.4451 0.00 0.00 0.01 -0.596
C -0.4726 -0.3027 1.1085 0.00 -0.02 -0.02 0.270
C -0.7676 -0.3116 3.4545 -0.01 -0.01 0.00 0.025
C -0.1444 -0.8492 2.3275 0.01 0.02 0.01 -0.261
C 0.8525 1.5107 -5.4847 -0.08 -0.04 -0.01 0.059
C -1.6786 0.7423 3.2928 0.00 0.00 0.00 -0.194
C 2.1938 0.3932 -7.0828 0.01 0.01 0.00 -0.137
C -0.4977 -0.8528 4.8594 0.01 0.01 -0.01 -0.082
C 2.0629 -0.7963 -6.3751 0.01 0.00 0.00 -0.144
C 0.0286 0.2808 5.7506 0.00 0.00 0.01 -0.596
B -0.6583 0.1695 -0.9935 -0.16 -0.12 -0.21 0.852
H -0.6914 1.0943 5.8429 0.00 0.00 0.00 0.207
H 0.2293 -0.0993 6.7536 0.00 0.00 0.00 0.216
H 2.5513 -1.7081 -6.6900 0.00 0.00 0.01 0.272
H 1.7425 2.5155 -7.1698 -0.01 0.00 0.00 0.262
H -2.5717 -0.6280 5.5202 0.00 0.00 0.00 0.208
H -2.7148 2.0936 1.9555 0.00 0.00 0.00 0.238
H -0.2461 4.4124 -4.6179 0.00 0.00 0.00 0.533
H 0.6963 -2.3269 5.8722 0.00 0.00 0.00 0.223
H -1.6293 -1.7937 6.4479 0.00 0.00 0.00 0.216
H 0.2020 -2.8339 4.2620 0.00 0.00 0.00 0.211
H 0.5650 -1.6607 2.3872 0.00 0.00 0.00 0.241
H 2.7912 0.4096 -7.9842 -0.01 0.00 0.00 0.255
H -2.2011 -2.2096 4.8271 0.00 0.00 0.00 0.214
H 1.5003 -1.6409 4.4645 0.00 0.00 0.00 0.210
H 0.9567 0.6924 5.3501 0.00 0.00 0.00 0.213
H -2.1584 1.1569 4.1689 -0.01 -0.01 0.00 0.223
```
Forces are in eV/Å.

Output
Gap between HOMO and LUMO   6.20 eV
Net charge   +1
Energy relative to the best compared isomer or geometry (same formula, charge and spin)   5.3 kJ/mol
HOMO level   -0.4110 hartree
Multiplicity   1


Record 2
A molecular structure, C17H16BBrF4N2O3S3Ti at a distorted geometry. Source: OMol25; level of theory: the ωB97M-V functional and the def2-TZVPD basis.

```
48
Properties=species:S:1:pos:R:3:forces:R:3:nbo_charge:R:1
Br -2.5149 6.6509 -4.8208 -0.04 0.04 -0.04 -0.005
Ti -0.4267 -0.1651 -0.2256 -0.52 -1.55 1.67 1.422
S 2.7231 1.5892 1.4361 -0.04 -0.04 -0.12 0.018
S 1.6158 2.6052 3.9324 -0.06 -0.04 -0.17 -0.302
S 0.0381 0.6476 2.3025 -0.15 0.15 0.37 -0.189
F -2.6161 -3.8423 0.8761 0.44 0.34 -0.13 -0.574
F -1.2157 -1.9505 0.8339 -0.35 -0.24 -0.55 -0.537
F -0.9614 -3.6625 -0.7422 -0.36 0.28 0.39 -0.554
F -2.8419 -2.2904 -0.7980 0.34 -0.19 0.25 -0.559
O 1.3996 1.6611 -2.2534 1.11 -0.28 -0.49 -0.617
O -0.2683 1.6072 -0.7821 0.26 2.16 -0.72 -0.774
O 1.2295 -0.9702 -0.1603 1.49 -0.60 -0.67 -0.813
N -0.4934 -0.8096 -2.0820 -0.08 -0.51 -1.14 -0.645
N -2.4100 0.5022 0.3275 -0.38 -0.31 -0.34 -0.364
C 1.7067 -1.5368 -1.3620 -0.24 0.15 0.19 -0.086
C -2.6149 3.1974 2.4415 0.07 -0.04 -0.04 -0.600
C -1.4639 -0.6379 -3.0747 0.43 -0.20 0.27 -0.038
C -0.4031 4.8111 -4.3244 0.42 -0.24 -0.03 -0.263
C 0.2388 3.7916 -3.6235 0.27 0.43 -0.64 -0.167
C 0.7995 -2.0915 -3.6619 -0.22 -0.05 -0.35 -0.290
C -1.6302 5.2502 -3.8792 -0.05 0.09 0.01 -0.075
C -0.3348 3.2337 -2.5053 0.01 -0.45 0.30 -0.067
C -2.2262 4.7084 -2.7610 -0.03 -0.28 0.36 -0.262
C -0.2221 -1.9630 -4.6556 0.15 -0.02 0.09 -0.322
C -3.5300 2.0067 2.1282 0.16 -0.01 -0.07 -0.504
C -1.5624 3.6906 -2.0762 -0.58 0.33 0.11 -0.170
C 0.6469 -1.5165 -2.4414 -0.25 0.25 0.00 0.193
C 0.3594 2.0721 -1.8148 -0.72 0.45 0.38 0.785
C 1.4000 1.6168 2.5850 -0.06 -0.04 0.19 -0.476
C -2.9450 1.1318 1.1099 -0.64 0.75 0.74 0.418
C -1.3493 -1.1947 -4.3206 0.14 -0.06 0.05 -0.264
B -1.9152 -2.9714 0.0126 -0.34 -0.21 -0.09 1.366
H -1.6441 2.8483 2.7993 -0.06 0.01 -0.01 0.271
H -0.1279 -2.4339 -5.6277 0.01 0.04 0.06 0.178
H -2.1471 -1.0382 -5.0407 0.03 0.00 0.04 0.188
H -4.5025 2.3449 1.7745 -0.12 -0.01 -0.05 0.225
H -2.3296 -0.0574 -2.7875 -0.04 -0.01 0.07 0.184
H -3.6925 1.4040 3.0195 0.01 -0.07 0.07 0.249
H -2.4490 3.8025 1.5486 -0.01 -0.02 0.03 0.207
H 2.0456 -2.5626 -1.1929 -0.01 -0.16 0.03 0.167
H -3.0817 3.8201 3.2066 0.01 -0.01 -0.02 0.197
H 0.0430 5.2506 -5.2066 0.03 -0.02 0.01 0.214
H -3.1928 5.0649 -2.4338 -0.01 -0.01 0.04 0.215
H 1.7115 -2.6454 -3.8719 -0.07 0.03 0.02 0.186
H 1.2022 3.4107 -3.9434 -0.07 0.02 -0.02 0.241
H 2.2175 0.6247 0.6234 0.07 0.01 0.01 0.187
H 2.5636 -0.9604 -1.7257 0.13 0.09 -0.01 0.169
H -1.9975 3.2314 -1.1973 -0.05 0.01 -0.03 0.237
```
Forces are in eV/Å.

Output
Gap between HOMO and LUMO (spin up / spin down)   2.83 / 5.87 eV
Net charge   -2
Energy relative to the best compared isomer or geometry (same formula, charge and spin)   58.8 kJ/mol
HOMO level (spin up / spin down)   0.0272 / -0.0846 hartree
Multiplicity   3


Record 3
A molecular structure, C17H16BrClPr at a distorted geometry. Source: OMol25; level of theory: the ωB97M-V functional and the def2-TZVPD basis.

```
36
Properties=species:S:1:pos:R:3:forces:R:3:nbo_charge:R:1
Pr 0.5216 0.2938 -1.1041 -0.23 -0.27 -0.14 1.325
Br 2.0102 -2.0474 -0.7184 -0.01 -0.84 -0.49 -0.482
Cl -0.3593 2.3243 2.7292 0.46 1.05 0.08 0.001
C 0.9170 -0.1048 2.7424 -1.45 0.52 -0.74 0.012
C -2.2239 0.8317 -1.4147 0.07 -0.55 0.26 -0.329
C -0.4439 0.5043 4.6621 -0.05 -0.38 0.20 -0.221
C -1.9234 1.3212 -0.1096 -0.52 -0.86 -0.32 -0.361
C 1.4258 0.3100 1.4820 1.22 -0.89 -2.10 -0.874
C 1.8141 -0.5016 -3.8705 -0.06 0.30 -0.07 -0.343
C 0.5852 -0.5451 -4.5692 0.17 0.49 0.49 -0.312
C 1.0922 1.6553 -4.1732 -0.23 -0.33 0.26 -0.340
C -1.6278 0.2026 0.7330 -0.62 0.39 -0.53 -0.285
C -1.7109 -0.9492 -0.0631 -0.13 0.09 -0.44 -0.336
C 0.1611 0.8705 3.4764 0.26 -2.18 0.52 -0.102
C 2.1516 0.8630 -3.6502 -0.48 -0.33 0.36 -0.419
C -2.0630 -0.5961 -1.4106 -0.26 0.93 1.21 -0.376
C 0.1272 0.7845 -4.7308 0.43 -0.09 0.24 -0.322
C 0.1909 -1.8216 4.3071 0.07 0.49 0.17 -0.207
C -0.4042 -0.8271 5.1012 -0.01 0.15 0.11 -0.293
C 0.8284 -1.4735 3.1263 -0.35 0.58 0.17 -0.250
H -2.5935 1.4419 -2.2376 0.26 -0.22 0.13 0.231
H -0.7778 1.0810 -5.2373 -0.08 0.05 0.00 0.201
H 1.9085 1.2677 1.5152 0.24 0.80 0.00 0.201
H 2.4159 -1.3495 -3.5829 0.02 0.00 -0.10 0.234
H -2.4600 -1.3143 -2.1139 0.52 0.19 -0.37 0.240
H -1.5795 -1.9568 0.2902 0.10 -0.16 0.05 0.237
H -0.9149 -1.0794 6.0291 0.18 -0.03 -0.15 0.198
H 1.0667 2.7335 -4.2017 -0.03 0.11 0.00 0.204
H -0.9947 1.2675 5.2020 -0.09 -0.20 0.10 0.206
H 2.0869 -0.4381 0.9684 -0.37 0.86 1.14 0.232
H -1.5693 0.2437 1.8192 0.39 -0.18 -0.51 0.249
H 0.1224 -1.4322 -4.9758 -0.13 -0.04 0.18 0.207
H 0.1736 -2.8637 4.6224 -0.18 0.17 -0.08 0.200
H -2.1694 2.3168 0.2383 0.49 0.04 -0.09 0.230
H 3.0999 1.2229 -3.2777 0.04 0.04 0.09 0.218
H 1.1164 -2.2355 2.3965 0.36 0.31 0.36 0.227
```
Forces are in eV/Å.

Output
Gap between HOMO and LUMO (spin up / spin down)   6.26 / 6.26 eV
Net charge   -1
Energy relative to the best compared isomer or geometry (same formula, charge and spin)   75.7 kJ/mol
HOMO level (spin up / spin down)   -0.1405 / -0.1398 hartree
Multiplicity   3


Record 4
A molecular structure, C17H16CdNO2SbSe4. Source: OMol25; level of theory: the ωB97M-V functional and the def2-TZVPD basis.

```
42
Properties=species:S:1:pos:R:3:forces:R:3:nbo_charge:R:1
Sb 3.1115 -2.8003 -1.8683 0.10 -0.10 0.12 0.724
Cd 0.9027 -1.1508 -0.3077 -0.07 0.13 0.02 1.373
Se 2.9867 -2.0635 0.7616 0.15 -0.12 -0.12 -1.116
Se 0.4744 -2.7418 -2.2216 -0.03 -0.10 -0.07 -1.077
Se 2.9162 0.9592 -4.4301 0.20 -0.08 -0.40 -0.266
Se 3.7591 -5.1454 -1.9351 -0.03 -0.11 0.06 -0.945
O 2.1441 0.6022 -2.7277 -0.17 0.19 0.25 -0.542
O 0.0656 2.2106 0.9349 -0.05 0.11 0.00 -0.596
N 1.0503 1.0833 -0.8180 -0.03 0.20 -0.28 -0.725
C -2.4097 -2.4092 0.4159 -0.04 -0.01 0.04 -0.006
C -0.8482 -2.8155 2.2263 -0.13 -0.06 0.07 0.007
C 1.6879 1.4676 -1.9379 -0.08 -0.53 0.18 0.663
C 1.1362 3.4109 -0.8679 0.20 0.13 -0.38 -0.126
C 2.3001 3.8431 -2.9317 0.07 0.09 -0.10 -0.196
C 2.1992 5.2034 -2.6436 -0.06 0.06 0.08 -0.219
C -2.0714 -0.7204 2.1248 -0.01 -0.04 0.02 0.005
C 0.1367 -3.7149 2.9142 0.14 0.04 -0.07 -0.650
C -2.4042 0.6251 2.7114 0.10 0.00 -0.09 -0.638
C -3.0692 -2.8650 -0.8542 0.09 0.05 -0.04 -0.637
C -2.6881 -1.1583 0.9566 -0.02 -0.01 0.01 -0.255
C 0.6717 2.2036 -0.1170 -0.11 -0.24 0.38 0.653
C 1.7610 2.9495 -2.0239 -0.05 0.49 0.09 -0.064
C 1.5800 5.6566 -1.4865 0.03 0.03 -0.04 -0.214
C -1.1428 -1.5538 2.7383 -0.07 -0.01 0.03 -0.250
C -1.4914 -3.2300 1.0645 -0.06 0.03 0.06 -0.188
C 1.0369 4.7523 -0.5781 -0.11 -0.12 0.17 -0.188
H 2.7821 3.4970 -3.8330 -0.03 -0.08 0.05 0.265
H -3.4112 -0.5141 0.4645 0.00 -0.01 0.00 0.194
H -2.3845 -2.7138 -1.6939 0.00 -0.03 0.01 0.260
H -1.2753 -4.2107 0.6565 0.07 0.04 -0.05 0.215
H -3.3002 -3.9302 -0.8131 -0.02 0.00 -0.02 0.206
H -0.6563 -1.2253 3.6515 0.02 0.00 -0.01 0.199
H -3.4215 0.9245 2.4523 0.00 0.00 0.02 0.196
H 1.5214 6.7204 -1.2877 0.00 0.00 -0.01 0.199
H 2.6134 5.9194 -3.3432 0.01 0.00 0.01 0.202
H -1.7184 1.3748 2.3171 0.03 0.09 0.01 0.255
H 1.1312 -3.5729 2.4774 -0.01 0.01 -0.02 0.277
H 0.1996 -3.4874 3.9801 -0.01 -0.02 0.00 0.193
H -2.3072 0.6140 3.7987 -0.02 0.00 -0.01 0.198
H -0.1341 -4.7637 2.7852 0.00 0.00 0.03 0.204
H -3.9865 -2.3053 -1.0465 -0.01 -0.02 0.01 0.192
H 0.5525 5.0749 0.3351 0.00 0.02 -0.01 0.219
```
Forces are in eV/Å.

Output
Gap between HOMO and LUMO   4.67 eV
Net charge   -2
HOMO level   -0.0248 hartree
Multiplicity   1


Record 5
4 unconnected molecules or ions with the total composition C17H16ClF8N2O14 at a distorted geometry. Source: OMol25; level of theory: the ωB97M-V functional and the def2-TZVPD basis.

```
58
Properties=species:S:1:pos:R:3:forces:R:3:nbo_charge:R:1
Cl -3.0517 -0.7905 -1.7375 0.32 -0.10 2.02 -0.056
F 1.6882 -6.2030 1.6820 -0.05 -0.24 0.31 -0.328
F -7.2839 -4.7380 2.3760 1.47 2.52 -3.49 -0.367
F 1.4481 1.2872 -0.1425 0.15 -0.07 0.22 -0.316
F -7.6850 -3.0797 0.6174 3.34 -2.85 2.35 -0.335
F -5.8634 -4.6939 0.4384 -2.93 2.90 2.82 -0.344
F -1.0407 -3.2717 -0.8779 -3.38 -0.29 3.98 -0.327
F 6.8676 6.9206 -1.3190 0.24 0.24 0.14 -0.324
F -1.9645 -3.3065 3.6969 1.17 2.10 -4.70 -0.323
O -1.5100 1.6108 -1.4461 -2.03 -2.04 6.75 -0.695
O 4.3333 4.6512 0.1269 -1.95 -1.20 -0.31 -0.611
O -1.5736 2.0233 1.0221 -1.64 -4.70 -5.79 -0.834
O -2.8051 -4.5130 0.3580 5.80 7.71 -1.06 -0.517
O 6.8220 6.3290 -3.4784 -0.70 0.11 -0.49 -0.485
O 3.3688 -5.9135 0.2305 0.27 0.73 -0.19 -0.487
O 4.5245 -5.0152 -1.5208 -2.08 0.11 1.94 -0.571
O 6.0089 5.4278 -5.4114 -0.38 0.97 2.61 -0.573
O -5.8039 -1.3911 1.9341 0.72 -2.46 -0.78 -0.549
O 2.8028 -3.8676 -0.5464 0.99 -0.90 -0.23 -0.467
O 2.1884 4.5800 -0.6640 1.62 -0.03 0.73 -0.486
O 4.6040 5.9426 -3.6817 1.03 0.00 -0.99 -0.475
O 0.0000 -2.7054 2.4357 -10.18 0.00 0.31 -0.523
O 3.0911 2.7439 0.2973 0.39 1.34 -0.07 -0.483
N -2.2061 -2.2670 1.2445 1.45 -3.74 0.81 -0.364
N -1.6279 -1.1277 0.7064 0.37 3.14 -0.42 -0.496
C 4.8406 6.3674 -2.3544 -0.94 -0.05 0.85 -0.149
C -6.6423 -3.8142 1.3707 -0.45 -0.98 0.33 0.962
C 6.1607 7.0506 -2.4641 0.44 0.05 0.60 0.445
C -5.6508 -2.8224 2.2654 0.33 0.47 0.12 -0.160
C -1.3607 -2.7378 2.4463 7.68 -0.97 1.41 0.960
C 1.6948 2.5609 0.2378 -0.86 -1.09 0.04 0.445
C 2.5604 -5.2886 1.2016 -0.31 -0.49 0.35 0.443
C 3.6395 -4.9410 -0.6846 1.99 0.27 -2.46 0.958
C -4.0061 0.0487 0.8688 -1.15 0.21 -0.88 -0.475
C 1.8493 -4.2280 0.4328 -0.90 0.97 0.28 -0.143
C -1.8620 1.2410 -0.1918 3.13 4.49 -0.64 0.719
C -2.6295 -0.2312 0.0094 -0.28 2.00 1.09 0.077
C 3.2943 4.0416 -0.0652 1.63 1.07 0.18 0.972
C 5.8289 5.8608 -4.2854 -0.07 -1.36 -2.79 0.959
C -2.0373 -3.4261 0.2427 -3.36 -5.94 -0.45 0.945
C 1.2617 3.5234 -0.8148 -1.52 0.08 -0.70 -0.136
C -5.1907 -1.0776 0.6242 0.30 -0.39 -0.74 -0.093
H 0.2379 3.8749 -0.6611 0.23 -0.07 0.01 0.244
H 4.0507 7.0413 -2.0118 0.03 -0.18 -0.20 0.205
H 0.9441 -4.5973 -0.0608 0.14 -0.18 0.18 0.207
H 3.1885 -4.9090 2.0146 -0.11 -0.19 0.04 0.151
H 1.3434 3.1105 -1.8258 0.00 -0.19 0.25 0.208
H -1.1282 -0.5628 1.4563 -0.83 -0.64 -1.41 0.427
H 1.5837 -3.3698 1.0560 0.18 -0.11 -0.33 0.235
H 1.2566 2.7472 1.2241 -0.05 -0.21 -0.15 0.172
H -6.0364 -0.7077 -0.1309 1.88 -0.67 1.81 0.209
H 6.0973 8.1072 -2.7454 0.19 -0.03 0.13 0.143
H -4.4397 1.0904 0.4922 1.13 -2.23 0.83 0.251
H 4.8689 5.4945 -1.6936 0.23 0.38 -0.04 0.243
H -5.8722 -2.9141 3.4285 0.08 -0.03 -2.76 0.240
H -4.7805 -2.0971 0.1848 -0.60 2.27 0.70 0.191
H -3.8407 0.1481 2.0250 0.06 -0.30 -2.35 0.251
H -4.5561 -3.2163 2.0681 -2.21 0.80 0.24 0.230
```
Forces are in eV/Å.

Output
Gap between HOMO and LUMO   6.54 eV
Net charge   -1
HOMO level   -0.2314 hartree
Multiplicity   1


Record 6
A molecular structure, C17H16CoN3O5 at a distorted geometry. Source: OMol25; level of theory: the ωB97M-V functional and the def2-TZVPD basis.

```
42
Properties=species:S:1:pos:R:3:forces:R:3:nbo_charge:R:1
Co -0.3469 0.5060 -1.2067 -1.04 -0.17 -0.48 1.332
O -0.9699 -3.4601 -1.5360 -0.02 0.29 -0.06 -0.657
O -0.5431 2.4244 -1.0795 -0.18 0.22 0.18 -0.795
O 1.6803 0.0092 -1.1158 -0.13 -0.07 0.55 -0.797
O 3.8681 -0.9394 -2.0125 0.02 -0.06 -0.01 -0.705
O -0.6206 -1.2582 -1.9096 0.32 -1.11 0.43 -0.836
N 1.1421 -0.3757 1.1159 -0.53 0.27 -0.71 -0.459
N -2.6870 0.4612 -1.3652 0.54 0.02 0.44 -0.842
N 0.1529 0.5382 0.7435 0.15 -0.80 0.13 -0.342
C -2.7501 4.6832 0.7108 0.08 -0.08 -0.06 -0.208
C 3.8732 -1.7328 -0.9262 0.05 0.02 -0.07 0.428
C 3.9767 -3.4737 1.2609 0.06 0.04 -0.15 -0.280
C -0.2387 1.3611 1.6100 -0.55 1.13 0.43 0.090
C -1.2328 -2.2813 -1.3507 0.81 0.74 -0.73 0.787
C -1.8244 3.1452 2.2749 0.02 -0.09 0.07 -0.160
C 4.8784 -2.6969 -0.8435 0.05 -0.17 0.16 -0.313
C -2.6484 4.2286 2.0301 0.08 -0.04 -0.26 -0.305
C -1.1242 2.4944 1.2547 0.16 -0.56 0.51 -0.216
C -1.2038 2.9648 -0.0834 0.37 -0.40 -0.44 0.359
C -2.0438 4.0748 -0.3147 -0.16 0.23 0.08 -0.265
C 2.9906 -2.5050 1.1792 0.01 0.05 0.07 -0.138
C 4.9261 -3.5577 0.2400 -0.04 0.05 0.03 -0.189
C 1.8330 -0.5981 0.0234 0.83 -0.28 -0.44 0.582
C -2.4076 -1.8732 -0.5073 -0.27 0.46 0.29 -0.534
C 2.9260 -1.6183 0.1048 -0.16 0.07 -0.05 -0.222
C -3.2827 -0.8858 -1.2899 0.25 0.02 -0.15 -0.206
H 3.9998 -4.1639 2.0972 0.02 0.06 -0.06 0.201
H -3.0823 1.0165 -2.1141 0.08 -0.08 -0.05 0.378
H 5.7081 -4.3077 0.2879 -0.03 0.00 0.00 0.197
H 0.1544 1.2744 2.6249 -0.03 0.13 0.02 0.174
H -4.2768 -0.8504 -0.8573 -0.31 0.05 0.16 0.169
H -3.3920 5.5281 0.4832 0.02 -0.02 -0.01 0.197
H 5.5970 -2.7615 -1.6561 -0.10 0.01 0.12 0.210
H -2.8710 0.9715 -0.5109 -0.07 0.12 0.16 0.378
H -2.1179 4.4292 -1.3395 0.00 0.01 0.13 0.204
H 2.2380 -2.4069 1.9545 0.07 -0.03 -0.09 0.229
H -2.0396 -1.3999 0.4142 -0.11 -0.04 -0.09 0.222
H -3.1962 4.7041 2.8333 0.02 0.01 -0.03 0.201
H 3.0205 -0.4310 -1.9612 -0.11 0.09 0.04 0.517
H -3.3885 -1.2434 -2.3136 -0.01 -0.09 -0.04 0.196
H -2.9650 -2.7657 -0.2414 -0.16 -0.04 0.07 0.220
H -1.7118 2.7718 3.2916 -0.01 0.02 -0.11 0.198
```
Forces are in eV/Å.

Output
Gap between HOMO and LUMO (spin up / spin down)   7.68 / 7.64 eV
Net charge   -1
Energy relative to the best compared isomer or geometry (same formula, charge and spin)   43.8 kJ/mol
HOMO level (spin up / spin down)   -0.1759 / -0.1745 hartree
Multiplicity   2